## one
Formula: C4H8N4
Source: OMol25
Level of theory: ωB97M-V/def2-TZVPD

Last column: Löwdin charge in e.
Atoms and positions in Å:
H -1.904 0.651 -1.347  0.111
H -2.184 -0.432 0.864  0.124
H 1.833 -1.710 -1.472  0.160
C 2.004 -0.791 -0.736  -0.111
H -0.581 -1.052 1.730  0.108
H -0.160 0.503 -2.005  0.127
N 1.740 0.705 0.873  0.013
H 4.211 -0.493 -0.675  0.092
N -0.503 -0.200 -0.130  -0.193
N 2.943 0.696 0.550  -0.037
C -0.798 0.803 -1.017  -0.187
N 1.107 -0.140 0.018  -0.097
C -1.089 -0.171 1.191  -0.107
H -0.930 0.720 1.787  0.065
H -0.652 1.924 -0.838  0.100
C 3.202 -0.205 -0.414  -0.167

Results
Kohn-Sham gap = 10.41 eV

## two
Formula: C4H8N4
Source: OMol25
Level of theory: ωB97M-V/def2-TZVPD

Last column: Löwdin charge in e.
Atoms and positions in Å:
H -3.231 0.493 1.188  0.064
N -0.300 0.254 0.094  -0.066
H -1.942 -1.499 -0.896  0.004
C -2.337 -0.685 -0.663  -0.068
C -2.424 -0.106 0.807  -0.099
N 2.029 1.069 0.128  0.009
C 0.670 1.019 -0.192  -0.222
N -1.574 0.542 -0.269  -0.123
H 3.888 -1.739 -0.106  -0.037
N 3.789 -0.748 -0.178  0.029
H 1.411 -0.666 0.666  0.109
H 2.616 1.734 -0.326  0.117
H -3.133 -0.454 -1.406  0.109
H -2.175 -0.780 1.754  0.136
C 2.465 -0.281 0.372  -0.126
H 0.251 1.845 -0.972  0.164

Results
Kohn-Sham gap = 9.47 eV

Stability verdict: one, ahead by 2.744 eV